DFT (ωB97M-V/def2-TZVPD) results for 5 unconnected molecules or ions with the total composition C29H70N3O5.

ΔE to the lowest compared entry with this formula, charge and spin	0.0	kJ/mol
frontier orbital gap	7.250	eV
LUMO level	-3.563	eV
electronic energy	-1687.08288	Eh
net charge	+1

Last column: Löwdin charge in e.
Cartesian coordinates (Å):
C 3.707 -4.610 -0.870  -0.1085
O 3.849 -3.708 -1.948  -0.1831
C 4.200 -2.383 -1.601  -0.2380
C 3.024 -1.428 -1.738  -0.1711
C 1.780 -1.824 -0.946  -0.1917
C 1.911 -1.611 0.573  -0.1983
C 1.209 -0.352 1.086  -0.1956
C -0.298 -0.282 0.782  -0.2068
C -0.755 1.072 0.214  -0.1961
C -1.920 0.988 -0.773  -0.1947
C -3.090 0.089 -0.316  -0.1915
C -4.485 0.708 -0.537  -0.1779
C -5.389 -0.131 -1.424  -0.1485
N -5.613 -1.489 -0.868  0.1353
C -6.730 -1.858 -0.295  -0.3986
N -7.003 -3.181 -0.175  0.2074
N -7.576 -0.915 0.243  0.1658
H 4.579 -5.267 -0.797  0.0870
H 2.826 -5.231 -1.044  0.0854
H 3.583 -4.084 0.081  0.0800
H 4.648 -2.325 -0.602  0.1126
H 4.971 -2.062 -2.307  0.1156
H 2.757 -1.402 -2.798  0.1159
H 3.355 -0.422 -1.460  0.1036
H 0.940 -1.242 -1.335  0.0967
H 1.550 -2.870 -1.164  0.1050
H 2.973 -1.509 0.818  0.1053
H 1.567 -2.489 1.125  0.1097
H 1.364 -0.278 2.164  0.1090
H 1.710 0.518 0.655  0.0854
H -0.845 -0.480 1.708  0.1054
H -0.582 -1.082 0.091  0.0998
H 0.083 1.528 -0.316  0.0846
H -1.004 1.757 1.030  0.1195
H -1.533 0.630 -1.730  0.1145
H -2.293 1.998 -0.961  0.1041
H -3.034 -0.850 -0.875  0.1015
H -2.966 -0.173 0.735  0.1064
H -4.382 1.676 -1.030  0.1140
H -4.985 0.894 0.416  0.1100
H -4.902 -0.288 -2.386  0.1348
H -6.352 0.343 -1.600  0.1188
H -5.213 -2.233 -1.435  0.1708
H -7.192 -3.724 -1.012  0.1377
H -7.723 -3.353 0.516  0.1105
H -8.440 -0.766 -0.254  0.1128
H -7.447 -0.474 1.137  0.1277
C 8.463 -1.705 -0.850  -0.0734
C 7.617 -0.461 -1.059  -0.2819
O 6.726 -0.180 0.009  -0.1735
C 7.325 0.046 1.274  -0.2797
C 8.288 1.218 1.310  -0.0732
H 7.827 -2.577 -0.684  0.0774
H 9.077 -1.886 -1.733  0.0796
H 9.133 -1.608 0.004  0.0680
H 6.975 -0.601 -1.929  0.1059
H 8.257 0.403 -1.271  0.1094
H 7.813 -0.864 1.642  0.1110
H 6.483 0.244 1.940  0.1017
H 9.157 1.065 0.670  0.0689
H 8.649 1.365 2.329  0.0765
H 7.785 2.132 0.989  0.0846
C 2.809 2.563 -1.523  -0.0715
C 1.911 2.721 -2.736  -0.2703
O 0.686 3.387 -2.465  -0.1745
C 0.798 4.712 -1.970  -0.2830
C 1.521 5.668 -2.903  -0.0766
H 2.273 2.036 -0.734  0.0482
H 3.695 1.985 -1.789  0.0765
H 3.147 3.518 -1.119  0.0730
H 1.612 1.737 -3.102  0.1150
H 2.451 3.212 -3.553  0.1106
H 1.273 4.716 -0.982  0.1080
H -0.232 5.041 -1.829  0.1161
H 2.562 5.383 -3.058  0.0681
H 1.514 6.671 -2.477  0.0791
H 1.029 5.700 -3.876  0.0825
C -12.718 -5.345 -1.077  -0.0712
C -11.223 -5.207 -0.868  -0.2747
O -10.641 -4.092 -1.539  -0.1746
C -11.140 -2.817 -1.176  -0.2816
C -10.894 -2.470 0.282  -0.0786
H -12.951 -5.418 -2.139  0.0867
H -13.074 -6.247 -0.580  0.0836
H -13.273 -4.502 -0.663  0.0697
H -10.707 -6.072 -1.282  0.1195
H -10.988 -5.176 0.203  0.1061
H -12.199 -2.710 -1.429  0.1140
H -10.596 -2.121 -1.819  0.1132
H -11.422 -3.124 0.975  0.0760
H -11.214 -1.448 0.491  0.0842
H -9.824 -2.557 0.482  0.0359
C 4.726 2.363 3.312  -0.0814
C 6.001 2.693 4.072  -0.2808
O 6.586 3.930 3.714  -0.1590
C 5.789 5.083 3.927  -0.2806
C 5.379 5.299 5.373  -0.0791
H 4.910 2.370 2.235  0.0758
H 4.371 1.372 3.598  0.0761
H 3.926 3.075 3.523  0.0653
H 6.762 1.948 3.840  0.1005
H 5.824 2.641 5.153  0.1102
H 4.904 5.066 3.280  0.1061
H 6.412 5.912 3.591  0.1191
H 4.740 4.497 5.744  0.0651
H 4.821 6.233 5.460  0.0771
H 6.257 5.359 6.016  0.0825

Cartesian forces, eV/Å:
C 0.0 0.0 0.0
O -0.1 0.0 0.0
C 0.2 0.3 -0.1
C -0.2 -0.1 -0.2
C 0.1 0.0 0.1
C 0.1 0.1 -0.1
C 0.0 0.0 0.0
C -0.1 0.1 0.1
C 0.1 -0.1 -0.1
C 0.0 0.0 0.1
C 0.0 0.1 -0.1
C 0.0 0.0 0.0
C 0.4 0.1 0.1
N -0.9 -0.1 -1.4
C 0.3 0.1 0.6
N -1.1 0.2 -0.2
N 0.1 0.0 0.0
H 0.0 0.0 0.0
H 0.0 0.0 0.0
H 0.0 0.0 0.0
H -0.1 -0.1 0.0
H 0.1 0.0 0.1
H 0.0 0.1 0.0
H 0.0 0.0 0.0
H 0.0 0.0 0.0
H 0.0 0.0 -0.1
H 0.0 -0.1 0.1
H -0.1 0.0 0.0
H 0.1 0.0 0.0
H 0.0 0.0 0.0
H -0.1 -0.1 -0.1
H 0.1 0.0 0.0
H -0.1 0.1 0.0
H 0.0 0.0 0.0
H 0.0 0.0 0.0
H 0.1 0.0 0.0
H 0.0 -0.1 0.1
H 0.0 0.0 0.0
H -0.1 0.0 0.0
H 0.0 0.0 0.0
H 0.0 0.0 0.0
H 0.0 0.0 0.1
H 0.6 -0.1 0.6
H 0.6 -0.1 0.0
H -0.1 0.0 -0.1
H -0.2 -0.3 0.4
H 0.3 0.2 -0.2
C 0.0 0.0 0.1
C 0.0 0.0 -0.1
O -0.1 0.0 -0.1
C 0.0 0.0 0.1
C -0.1 0.1 -0.1
H 0.0 0.0 0.0
H 0.0 0.0 0.0
H 0.0 0.0 0.0
H 0.0 0.0 0.0
H 0.0 0.0 0.1
H 0.0 0.0 -0.1
H 0.0 0.0 0.0
H 0.0 -0.1 0.0
H 0.0 0.0 0.0
H 0.0 0.0 0.0
C 0.0 0.0 0.0
C 0.0 0.0 0.0
O 0.0 0.0 0.0
C 0.0 0.0 0.0
C 0.0 0.0 -0.1
H 0.1 0.0 0.0
H 0.0 0.0 0.0
H 0.0 0.0 -0.1
H 0.0 0.0 0.0
H 0.0 0.0 0.0
H 0.0 0.0 0.0
H 0.0 0.0 0.0
H 0.0 0.0 0.0
H 0.0 0.0 0.0
H 0.0 0.0 0.0
C 0.0 0.1 -0.1
C 0.0 -0.1 0.0
O 0.2 0.0 0.0
C 0.0 0.0 0.0
C 0.1 0.0 -0.1
H 0.0 0.0 0.0
H 0.0 0.0 0.0
H 0.0 0.0 0.0
H 0.0 0.0 0.0
H 0.0 0.0 0.0
H 0.0 -0.1 0.0
H 0.0 0.0 0.0
H 0.0 0.0 0.0
H 0.0 0.0 0.0
H 0.0 0.0 0.2
C 0.0 0.1 0.0
C 0.0 -0.1 0.0
O 0.0 0.0 0.0
C 0.0 0.0 0.0
C 0.0 0.0 0.0
H 0.0 0.0 0.0
H 0.0 0.0 0.0
H 0.0 0.0 0.0
H 0.0 0.0 0.0
H 0.0 0.0 0.0
H 0.0 0.0 0.0
H 0.0 0.0 0.0
H 0.0 0.0 0.0
H 0.0 0.0 0.0
H 0.0 0.0 0.0